No. 1
Below is a structure of composition C18H23N5O2RuS in a non-equilibrium geometry, with properties calculated with the ωB97M-V functional and the def2-TZVPD basis.

Summary:
**Charge**: +4
**Molar mass**: 474.55 g mol⁻¹
**Gap between HOMO and LUMO (alpha / beta)**: 7.2 / 3.5 eV
**F_max**: 5.82 eV/A
**Multiplicity**: 5

The geometry in XYZ format:
```
50
Properties=species:S:1:pos:R:3:forces:R:3
C 1.70846 -2.38893 3.47356 -0.99 1.15 0.67
C 3.64369 1.59577 -2.87814 0.37 -0.30 0.07
H 2.55923 -4.14483 2.68717 0.11 0.15 0.35
C 0.46865 0.54245 1.38526 3.45 3.07 3.55
H 2.17052 0.06139 -3.13037 0.30 -0.56 -0.52
N 0.95696 -1.49968 3.52885 0.96 -1.14 -0.94
C 2.71202 0.10491 -1.19673 -0.09 -0.69 0.33
H 3.06691 0.61425 0.71817 -0.11 0.33 0.28
H -1.42810 -2.02779 2.70471 0.09 0.35 0.24
S 1.65610 -1.15372 -0.67213 0.42 -0.39 -0.62
H 5.24679 2.81183 -2.15071 -0.04 -0.17 -0.05
C -3.07430 -0.35599 0.22549 -1.38 -0.11 0.00
C -2.63156 -0.64819 1.52425 -1.15 -0.21 0.82
Ru -0.90527 -0.17244 0.28558 1.50 2.48 -0.22
H -0.97628 -2.35569 -1.53365 -0.29 -0.31 -0.13
H 0.22019 -2.28306 -4.63291 -0.22 0.24 -0.38
N 3.30503 0.85103 -0.24632 1.04 -0.05 -0.63
N -1.80789 0.08991 -3.87429 1.35 -1.35 -0.26
C 4.40976 1.76968 -0.47439 -0.46 0.01 -0.80
C -2.59936 -1.11920 -0.84642 -0.58 -0.09 -1.01
H -3.71589 3.94666 2.86610 0.30 0.15 -0.43
H -3.91719 4.47662 1.15204 0.29 -0.05 0.35
N -1.48264 2.46340 1.06413 -0.84 -0.65 0.10
H -0.19931 -2.89135 0.79964 -0.16 -0.33 0.11
H 5.24037 1.43240 0.14835 0.24 -0.04 0.40
C 4.80100 1.83289 -1.94394 0.70 -0.44 0.33
C -0.46468 1.04039 -1.11681 1.83 4.00 -3.39
H -3.01097 -0.04797 2.33792 0.03 -0.18 0.28
H -2.97638 -0.99902 -1.85356 0.00 0.44 -0.11
H -1.16998 -2.35331 -5.74557 0.19 0.22 0.14
H -2.49555 5.05772 2.10927 -0.38 -0.24 0.00
H 4.12273 2.74929 -0.07912 -0.24 0.20 0.44
H -3.77615 0.45372 0.09263 -0.16 -0.04 -0.27
C -2.34872 3.12044 1.46499 1.04 0.45 -0.21
O 1.31369 1.10589 1.95200 -2.80 -2.14 -2.10
C 2.61728 -3.51839 3.59054 0.10 -0.39 -0.16
H 0.12181 -1.17424 -6.06869 -0.18 -0.14 0.32
C -0.44716 -1.67353 -5.26938 0.09 -0.29 -0.08
H 3.98336 1.49892 -3.90142 -0.01 -0.13 -0.45
C -1.49899 -1.96914 -0.67006 -0.26 -1.35 -0.84
N 2.91771 0.36700 -2.50644 -0.41 1.78 0.96
H 2.30739 -4.12123 4.45448 0.10 0.12 -0.17
C -1.16967 -0.69504 -4.45369 -1.07 1.07 0.38
H 5.57932 1.07672 -2.10680 -0.07 0.18 -0.21
C -3.18346 4.21158 1.93351 -0.52 0.06 0.15
O -0.01960 1.81122 -1.86233 -1.59 -2.81 2.46
C -1.73107 -1.70055 1.71986 0.22 -0.46 1.06
H 3.64627 -3.17594 3.74618 -0.22 -0.06 -0.02
C -1.06188 -2.26326 0.62634 0.02 -1.59 0.32
H 2.91872 2.40963 -2.86759 -0.50 0.25 -0.09
```
Positions in Å, forces in eV/Å.



No. 2
Below is an isolated molecule of C18H23N5O3 in a non-equilibrium geometry, with properties calculated with the ωB97M-V functional and the def2-TZVPD basis.

Summary:
**SMILES string**: Cn1c(=O)[nH]c(=O)c2c1nc(NCCCO)n2CCCc1ccccc1
**Charge**: 0
**Molar mass**: 357.41 g mol⁻¹
**Gap between HOMO and LUMO**: 8.4 eV
**F_max**: 1.39 eV/A

The geometry in XYZ format:
```
49
Properties=species:S:1:pos:R:3:forces:R:3
H -1.96632 3.84180 4.11474 0.02 0.01 0.08
N 0.03790 -0.33030 -0.04631 0.34 -0.45 -0.20
H 3.30845 -1.36273 -3.34425 0.04 -0.01 -0.01
H 1.49625 -3.24208 1.07065 0.02 -0.09 0.04
H 2.27296 -3.25005 -1.04251 0.04 -0.08 0.16
C 0.29763 -4.74693 0.06775 0.35 0.33 -0.15
C -2.92775 2.50307 1.15947 -0.17 -0.05 0.07
H -2.62303 -0.36126 -0.73228 0.03 0.02 -0.07
C -3.38913 1.20647 0.55139 0.16 0.00 -0.18
H -1.37316 -2.47004 0.22576 0.03 0.06 -0.07
N 3.11351 -0.05722 -1.73207 0.01 -0.02 -0.02
H 0.25386 -3.76761 -1.85983 -0.14 -0.10 -0.01
H -1.40040 -0.56584 1.43789 0.05 0.07 0.03
H -4.21901 1.39487 -0.13323 -0.04 -0.06 0.07
C 1.14488 0.42068 -0.42410 0.64 -0.31 -0.48
O 0.97172 2.59279 0.54750 -0.12 0.17 0.11
C 3.57805 1.22361 -1.51548 0.01 0.00 -0.02
C -2.18080 3.78295 3.05761 0.06 0.05 0.10
C -1.97790 4.88440 2.24587 0.03 0.08 0.07
C 1.92011 -0.42772 -1.19602 -0.97 0.63 0.75
H -1.88577 1.22554 -0.99165 0.03 -0.02 -0.06
O 4.62671 1.62545 -1.96612 0.30 0.15 -0.10
C 0.20367 -1.54673 -0.61868 -0.02 0.56 0.09
H 3.13001 2.96578 -0.59339 -0.05 -0.18 -0.04
H 4.78298 -0.47848 -2.85569 -0.10 -0.09 0.03
C -2.65144 2.59978 2.51608 -0.03 -0.02 -0.03
H -1.60313 5.80574 2.66593 0.03 0.07 0.03
H 2.10832 -4.90026 1.22423 -0.09 0.12 0.04
C -2.72796 3.61733 0.35471 -0.01 -0.02 0.02
C -0.39166 -3.87352 -0.98707 0.06 -0.46 0.07
C 1.54045 1.75616 -0.12676 0.01 -0.29 -0.08
C -1.08807 0.17612 0.69406 -0.52 0.20 -0.05
N -0.71423 -2.53669 -0.53576 -0.31 0.12 0.30
H -2.80494 1.74088 3.15541 -0.03 -0.09 0.05
H -0.74917 1.07608 1.21280 -0.01 -0.20 0.03
H -0.34861 -4.85944 0.94127 -0.08 -0.06 0.03
H -3.74146 0.53095 1.33416 -0.09 0.00 0.00
C -2.25530 4.79959 0.89248 0.02 0.07 -0.07
C -2.25366 0.53612 -0.22961 -0.04 -0.09 0.24
N 2.76468 2.03236 -0.74560 0.09 0.42 0.10
O 2.56813 -4.01599 -0.51291 0.22 -0.04 -0.47
H -2.94386 3.55601 -0.70282 -0.02 -0.01 -0.13
H -2.09917 5.65631 0.25369 0.01 0.07 -0.05
H 4.18165 -1.84597 -1.87600 0.03 0.00 -0.03
H 0.45728 -5.73238 -0.37088 -0.03 -0.09 0.02
C 3.89590 -0.99956 -2.50140 0.21 -0.15 -0.18
C 1.65282 -4.18852 0.52981 -0.34 -0.15 0.24
N 1.33389 -1.64081 -1.31700 0.24 -0.13 -0.23
H -1.32587 -4.35069 -1.29582 0.13 0.05 -0.09
```
Positions in Å, forces in eV/Å.



No. 3
Below is an isolated molecule of C18H23N5O3 in a non-equilibrium geometry, with properties calculated with the ωB97M-V functional and the def2-TZVPD basis.

Summary:
**SMILES string**: CC[C@@H](C)Nc1nc2c(c(=O)[nH]c(=O)n2C)n1CCOc1ccccc1
**Charge**: 0
**Molar mass**: 357.41 g mol⁻¹
**Gap between HOMO and LUMO**: 8.2 eV
**F_max**: 1.40 eV/A

The geometry in XYZ format:
```
49
Properties=species:S:1:pos:R:3:forces:R:3
C 1.91710 2.03303 -0.63108 0.71 -0.42 -0.07
C 4.53101 2.20026 -1.56597 0.04 0.01 -0.02
C 0.36697 -1.78779 1.44213 0.08 -0.08 0.34
O 5.65867 2.32745 -1.99034 0.30 0.08 -0.13
C 2.27410 3.26667 -1.23252 -0.01 -0.35 0.13
C -0.45665 2.38519 0.08292 -0.62 -0.04 -0.17
C -0.85133 -2.67391 1.21475 0.29 0.10 -0.10
H -0.05030 -1.42622 3.52971 -0.05 0.11 -0.02
C -3.96892 -0.75657 -0.01936 0.15 0.14 0.00
H -2.29446 2.73331 -0.99296 0.03 -0.09 0.00
H -0.18014 3.40000 -0.21225 -0.06 -0.12 0.09
H 1.57877 -0.98464 3.00619 -0.04 0.07 0.02
H 5.94896 0.20158 -1.19644 -0.11 -0.06 0.05
H 5.04850 -0.35028 0.24830 0.03 -0.03 -0.03
N 0.73421 1.58816 -0.04589 0.27 -0.34 0.06
C 4.97482 -0.08607 -0.80620 0.24 -0.21 0.00
H -1.66220 -2.38004 1.87830 -0.15 0.02 0.10
C -3.34015 0.24894 -0.75268 -0.13 -0.16 0.04
H 0.55579 -3.83276 3.43250 -0.04 -0.15 0.02
H -0.87800 -0.10562 1.03231 0.04 -0.03 -0.13
C 0.79710 -1.74117 2.91617 0.18 -0.24 -0.25
H -5.25273 0.13573 -3.52714 -0.02 0.02 -0.08
N 4.08703 1.04360 -0.96202 0.00 -0.05 0.03
H -5.52503 -2.21068 0.02789 -0.04 -0.06 0.06
C -5.51475 -1.11968 -1.81623 -0.10 -0.01 -0.14
C -1.60285 1.90191 -0.80963 0.21 0.41 -0.06
C -5.04670 -1.43435 -0.55013 0.04 0.02 0.03
H 4.58432 -0.94166 -1.35718 0.05 -0.01 0.02
C 0.98536 0.31595 0.37017 0.06 0.49 -0.16
C 2.80564 0.97629 -0.50661 -1.13 0.83 0.05
H 1.21239 -2.14270 0.84358 -0.12 -0.02 0.07
H 3.95403 4.06186 -2.10515 -0.04 -0.17 0.08
H 2.14599 -3.41874 2.78568 0.12 -0.10 -0.05
H -0.60628 -3.71338 1.40863 -0.03 -0.12 0.06
C -4.89435 -0.11996 -2.54114 -0.10 -0.10 0.02
C 1.33379 -3.07415 3.42109 -0.12 0.22 0.01
O 1.59349 4.26600 -1.39407 -0.12 0.24 -0.07
O -2.27731 0.85498 -0.13769 -0.17 -0.16 0.10
H -0.79612 2.38699 1.12425 0.02 0.06 -0.05
C -3.80987 0.56768 -2.01987 0.29 0.22 0.08
H -3.34663 1.34427 -2.60744 0.07 0.07 -0.03
N 0.07053 -0.44587 0.97959 -0.36 0.05 0.09
H -1.20140 1.55180 -1.76907 -0.06 0.06 0.08
H -6.35833 -1.64903 -2.23144 -0.07 -0.04 -0.04
N 2.23092 -0.07702 0.10985 0.40 -0.32 0.01
H 1.71382 -2.96470 4.43389 0.05 -0.08 0.08
N 3.60520 3.21992 -1.66151 0.05 0.39 -0.17
H -3.60032 -0.98603 0.96808 0.05 -0.03 0.13
H -1.19367 -2.58856 0.18606 -0.06 -0.03 -0.09
```
Positions in Å, forces in eV/Å.



No. 4
Below is a structure of composition C18H24BBr2F4IrN3OS, with properties calculated with the ωB97M-V functional and the def2-TZVPD basis.

Summary:
**Charge**: +1
**Molar mass**: 769.31 g mol⁻¹
**Gap between HOMO and LUMO**: 6.9 eV
**F_max**: 0.91 eV/A

The geometry in XYZ format:
```
55
Properties=species:S:1:pos:R:3:forces:R:3
F 1.32245 -0.14035 0.64168 -0.19 0.01 0.15
H 3.35109 -2.56633 -4.54819 -0.01 -0.01 0.00
N 2.45130 0.11125 -2.53929 0.07 -0.04 0.35
C -3.99718 -1.58067 0.18296 0.01 -0.03 -0.02
C 2.60630 -0.82983 -5.59950 -0.01 0.00 0.00
H 0.57700 -1.47743 -3.82418 -0.02 0.00 0.00
H 3.19020 -0.09703 -5.04047 0.01 0.00 0.00
H -5.13142 -4.16133 -1.71072 0.00 0.00 0.00
C 2.12761 4.89521 -5.33248 0.01 -0.01 0.00
Br -2.66513 -4.44415 -3.28734 0.00 0.00 -0.01
H 1.65220 -0.36707 -5.86173 0.00 0.00 0.01
C -4.28559 -0.65275 1.20734 -0.01 0.01 -0.01
C 1.16219 3.71665 -5.24428 0.00 0.00 0.01
Br -6.61240 -2.74450 0.37491 0.01 -0.01 0.00
F 0.50117 -2.29032 0.79847 -0.07 0.13 0.14
H 1.21043 -2.99010 -3.23361 -0.01 0.00 -0.01
C -3.34541 0.26355 1.59635 -0.01 0.02 0.00
H 0.52228 3.55980 -1.80162 -0.05 -0.04 -0.03
S -0.14618 0.81077 -2.27258 -0.02 -0.07 0.21
C 1.50385 -1.99740 -3.58134 0.07 0.00 -0.01
H 2.97649 4.79078 -4.65246 -0.01 0.01 0.02
N 1.97892 2.34036 -2.67209 0.01 0.00 -0.05
C -3.17486 -3.29709 -1.89541 -0.02 0.02 -0.01
H 1.85143 4.38231 -2.60960 -0.02 0.00 0.07
H 1.90610 -2.84839 -5.48415 0.01 -0.01 0.00
H 0.48350 3.73315 -6.09797 -0.01 0.03 0.01
H -5.25947 -0.67285 1.67740 0.00 0.00 0.00
H 1.62451 5.83322 -5.08964 -0.01 0.00 -0.02
C -2.08266 0.26772 0.99106 0.01 -0.01 -0.01
H 2.96903 2.47612 -2.81709 -0.02 -0.02 -0.15
F 0.16958 -0.80717 2.54056 0.01 0.00 0.08
C 1.14790 3.55545 -2.69387 0.05 0.04 0.00
C -4.87163 -2.57243 -0.32572 0.00 0.04 0.02
O -1.06761 -2.15600 -1.94525 -0.09 0.05 0.07
H -0.43097 2.92191 -4.01944 0.00 -0.02 0.01
C 2.19038 -1.31881 -2.40341 -0.32 0.34 -0.44
C 1.55587 1.10093 -2.49597 -0.19 0.05 -0.16
H -0.21788 4.65310 -3.87666 -0.02 -0.01 -0.01
H 2.53659 4.99210 -6.33713 0.02 -0.02 0.01
C -2.28724 -2.34999 -1.44523 -0.06 0.07 -0.02
H -1.30113 0.95416 1.28462 0.00 -0.02 0.03
C -2.71689 -1.51601 -0.38950 -0.03 0.07 -0.08
H 3.14497 -1.02452 -6.52610 -0.01 -0.01 0.00
H 1.66849 -1.53465 -1.43114 0.12 -0.18 0.27
Ir -0.02743 -0.93695 -0.79012 0.66 -0.24 -0.58
H 3.42396 0.37356 -2.59243 0.00 -0.01 0.01
N -1.79288 -0.59611 0.04112 0.09 -0.07 0.09
C 0.32402 3.70795 -3.96763 0.05 -0.01 0.01
F 2.29017 -1.64565 2.15069 0.03 -0.02 -0.03
C -4.46050 -3.40406 -1.32970 0.00 -0.02 -0.02
H -3.54905 0.97867 2.37916 0.00 0.00 -0.01
C 2.38718 -2.12612 -4.82315 0.02 0.02 0.02
H 3.16066 -1.78035 -2.21953 -0.05 -0.08 0.18
B 1.10840 -1.25109 1.68149 0.02 0.03 -0.06
H 1.71693 2.77591 -5.32501 -0.02 -0.01 -0.04
```
Positions in Å, forces in eV/Å.



No. 5
Below is an isolated molecule of C18H24BF3IO8PS, with properties calculated with the ωB97M-V functional and the def2-TZVPD basis.

Summary:
**SMILES string**: CCOB(O)[C@@]1(Cc2ccccc2)C[C@@](CC(=O)I)(C[C@@H](O)C(F)(F)F)[C@@H]([PH2]=O)OS1(=O)=O
**Charge**: 0
**Molar mass**: 626.13 g mol⁻¹
**Gap between HOMO and LUMO**: 9.8 eV
**F_max**: 0.73 eV/A

The geometry in XYZ format:
```
57
Properties=species:S:1:pos:R:3:forces:R:3
H -2.99683 4.52599 -0.11171 0.03 0.04 0.03
H 1.33232 -4.26476 -2.90518 0.17 0.03 0.05
H 1.93434 -1.89638 -1.95006 0.01 -0.07 0.00
C 0.88004 0.41856 -0.27376 -0.23 -0.19 0.04
O 0.48745 1.74983 -2.56683 -0.08 -0.12 -0.10
H -1.52502 0.06823 -1.59756 -0.14 0.09 0.45
C 1.97775 2.87437 3.68425 0.04 -0.10 -0.12
C 2.12067 2.54130 2.34297 -0.04 0.14 0.10
C -3.49660 -0.58734 -1.06435 -0.26 0.03 0.04
H 1.66253 -2.70252 -4.42053 0.10 0.06 0.06
C 0.46024 -3.49031 -0.37041 -0.03 0.00 -0.23
H -2.49604 3.45908 1.18087 0.12 0.02 0.04
C 0.58546 -1.05167 0.14957 0.50 0.01 -0.32
F -4.08339 0.49452 -1.61457 0.11 -0.21 0.14
H -1.72082 -2.90771 -1.74298 -0.08 0.03 -0.04
P 0.70013 -3.16183 -3.50614 -0.39 0.05 -0.24
H -1.87485 2.64405 -1.14110 0.04 -0.10 0.12
H -1.58495 4.96509 0.84480 0.08 -0.09 0.10
H -1.89315 -0.40685 -3.58913 0.04 -0.01 0.00
C -1.46150 -2.08052 -1.08024 -0.03 0.33 -0.02
C 1.99114 1.22685 1.90493 0.10 0.03 0.09
C 1.70269 1.88371 4.61562 0.01 0.26 -0.05
F -4.31083 -1.64439 -1.26437 0.20 0.31 0.07
H 1.36620 -0.19895 4.93046 -0.02 -0.09 -0.09
C -1.27624 3.39175 -0.61318 0.02 0.31 0.02
H -0.10674 -4.24436 -0.92637 -0.01 0.02 0.02
H 2.33750 3.32189 1.62394 -0.03 -0.02 -0.03
H -1.15794 1.47216 1.99870 -0.37 0.25 -0.13
I 1.82739 -3.96914 2.40243 0.00 0.01 -0.04
C 1.56829 0.56920 4.19531 0.03 0.02 0.09
B -0.20686 1.46805 0.28727 -0.19 0.31 -0.07
H -0.10402 -1.03950 0.99397 -0.03 0.09 -0.04
O -1.15842 1.00146 1.15819 0.44 -0.39 0.11
C 0.10540 -3.71655 1.07894 -0.19 -0.05 0.25
C 0.07569 -2.07115 -0.89127 -0.54 -0.39 0.29
H 1.63034 -0.79511 2.56202 0.02 0.02 0.04
H -1.93182 -2.28251 -0.11680 0.21 -0.03 0.08
C -2.11963 4.12502 0.40378 -0.28 0.03 -0.16
O -0.98085 -3.78614 1.53551 0.19 0.04 -0.12
O 0.55695 -0.62634 -2.79219 -0.43 0.05 0.41
S 1.21263 0.63751 -2.04643 0.49 0.34 -0.09
H 1.53275 -1.45688 0.52195 -0.01 0.01 -0.06
H 2.43894 1.89626 -0.04330 0.08 -0.05 -0.02
H 1.51991 -3.68465 -0.52765 0.03 0.05 0.14
O -2.38369 -1.04731 -3.06680 0.04 0.01 0.07
O -0.63600 -3.43530 -4.06380 0.05 -0.07 0.08
O -0.09869 2.78797 -0.04001 -0.05 -0.26 -0.18
H 3.00032 0.25987 0.23205 -0.04 -0.09 0.06
O 2.62790 0.53993 -2.25899 -0.16 -0.07 0.05
H 1.60409 2.14539 5.66075 -0.03 -0.07 0.03
C 2.17700 0.94803 0.42620 -0.13 0.08 0.03
H 2.09772 3.90666 3.98637 -0.03 -0.02 0.06
F -3.43714 -0.37454 0.26421 0.03 -0.10 -0.26
H -0.91809 4.08100 -1.37791 0.08 -0.03 0.04
C -2.12582 -0.83652 -1.68994 0.02 -0.18 -0.58
C 0.85707 -1.88750 -2.18736 0.48 -0.16 -0.12
C 1.71509 0.24302 2.85586 0.05 -0.11 -0.07
```
Positions in Å, forces in eV/Å.



charge of number 3 (C18H23N5O3)? 0



What is the F_max in the fourth record? 0.91 eV/A



Which value of F_max does entry 1 give? 5.82 eV/A